(1)
{"formula": "C3H5OP", "method": "ωB97M-V with the def2-TZVPD basis set", "elements": ["C", "P", "C", "C", "O", "H", "H", "H", "H", "H"], "xyz": [[-2.339, 0.917, 0.516], [-0.632, 1.131, 0.458], [0.969, -0.346, 0.589], [1.491, -0.539, -0.785], [1.385, -0.772, 1.630], [-2.975, 1.801, 0.317], [-2.749, -0.076, 0.895], [0.931, -1.505, -1.164], [1.421, 0.306, -1.550], [2.497, -0.917, -0.907]], "mulliken_charge": [-0.48, 0.00, 0.42, -0.90, -0.45, 0.26, 0.23, 0.26, 0.31, 0.34], "total_charge": 0, "e_homo_ev": -8.36, "max_force_ha_per_bohr": 0.0593, "e_lumo_ev": 0.010, "de_lowest_kcal_mol": 43.0, "homo_lumo_gap_ev": 8.37}

(2)
{"formula": "C3H5OS", "method": "ωB97M-V with the def2-TZVPD basis set", "elements": ["O", "C", "C", "C", "S", "H", "H", "H", "H", "H"], "xyz": [[-0.715, -1.589, 1.805], [-0.642, -0.959, 0.777], [0.570, -0.379, 0.100], [0.222, 1.002, -0.502], [-1.018, 1.093, -1.750], [-1.527, -0.993, 0.138], [1.467, -0.472, 0.676], [0.724, -0.946, -0.840], [-0.229, 1.689, 0.261], [1.147, 1.555, -0.665]], "mulliken_spin": [0.00, 0.00, 0.00, -0.03, 0.96, 0.00, 0.00, -0.01, 0.06, 0.02], "total_charge": 0, "e_homo_ev": [-9.46, -9.21], "max_force_ha_per_bohr": 0.0434, "spin_multiplicity": 2, "s2": 0.75, "e_lumo_ev": [0.732, -2.240], "de_lowest_kcal_mol": 6.5, "homo_lumo_gap_ev": [10.19, 6.97]}